(1)
Density functional theory data (ωB97M-V with the def2-TZVPD basis set) for a molecular structure, C22H26BaN2O13.

M = 663.8 g mol⁻¹
net charge = -2
maximum force = 0.014 hartree/bohr
E_LUMO = 4.11 eV
Kohn-Sham gap = 7.489 eV
HOMO level = -3.383 eV
energy above the lowest of the compared OMol25 structures with the same formula, charge and spin = 69.47 kJ/mol
E = -1967.2868 Eh

Geometry (Å):
Ba (0.717, -0.491, 0.253)
O (1.112, -3.502, 2.211)
C (0.510, -2.479, 2.527)
O (-0.519, -1.999, 1.935)
C (1.039, -1.633, 3.715)
C (0.314, -0.293, 3.926)
C (0.538, 0.184, 5.372)
C (2.002, 0.683, 5.305)
C (2.353, 0.356, 3.846)
O (1.114, 0.637, 3.175)
C (2.535, -1.168, 3.682)
C (3.407, -1.403, 2.425)
O (4.495, -1.961, 2.576)
O (2.952, -0.863, 1.366)
H (0.900, -2.280, 4.587)
H (-0.709, -0.270, 3.565)
H (0.383, -0.617, 6.095)
H (-0.147, 0.999, 5.611)
H (2.667, 0.171, 6.002)
H (2.068, 1.756, 5.489)
H (3.144, 0.958, 3.406)
H (3.079, -1.584, 4.530)
O (1.586, -1.760, -2.043)
C (1.202, -2.053, -3.159)
C (-0.151, -2.053, -3.695)
C (-0.253, -2.479, -5.012)
C (-1.468, -2.551, -5.668)
C (-2.651, -2.174, -4.994)
C (-2.586, -1.754, -3.707)
C (-1.346, -1.668, -2.952)
O (-1.374, -1.288, -1.768)
N (-1.529, -3.003, -7.017)
O (-0.493, -3.347, -7.582)
O (-2.627, -3.059, -7.571)
H (1.957, -2.394, -3.897)
H (0.646, -2.763, -5.544)
H (-3.594, -2.224, -5.520)
H (-3.482, -1.455, -3.179)
C (3.349, 3.172, 0.133)
C (1.971, 3.620, -0.359)
C (2.018, 5.049, -0.874)
O (1.060, 3.575, 0.730)
C (1.536, 2.639, -1.485)
O (2.001, 2.815, -2.613)
O (0.756, 1.711, -1.097)
H (3.657, 3.805, 0.970)
H (4.087, 3.241, -0.667)
H (3.310, 2.139, 0.485)
H (2.363, 5.718, -0.080)
H (1.020, 5.364, -1.183)
H (2.688, 5.119, -1.730)
H (0.500, 2.797, 0.579)
C (-4.630, -1.199, -0.260)
N (-3.911, 0.010, 0.050)
C (-4.412, 1.254, -0.481)
C (-2.705, -0.041, 0.661)
O (-2.016, 0.939, 0.898)
H (-5.603, -1.223, 0.241)
H (-4.043, -2.059, 0.058)
H (-4.795, -1.285, -1.337)
H (-5.374, 1.516, -0.028)
H (-4.546, 1.175, -1.563)
H (-3.685, 2.033, -0.267)
H (-2.388, -1.058, 0.933)

(2)
Density functional theory data (ωB97M-V with the def2-TZVPD basis set) for a molecular structure, C22H26BrN2O2S3Tl.

M = 731.0 g mol⁻¹
net charge = +2
maximum force = 0.001 hartree/bohr
E_LUMO (spin up / spin down) = -8.08 / -8.04 eV
Kohn-Sham gap (spin up / spin down) = 5.742 / 5.521 eV
HOMO level (spin up / spin down) = -13.822 / -13.566 eV
energy above the lowest of the compared OMol25 structures with the same formula, charge and spin = 0.00 kJ/mol
E = -5054.3461 Eh

Geometry (Å):
Tl (1.925, 1.060, -0.712)
O (-2.461, 5.372, -0.878)
C (-3.243, 4.409, -1.455)
C (-4.454, 4.671, -2.074)
C (-5.187, 3.620, -2.603)
C (-4.728, 2.311, -2.510)
C (-3.518, 2.054, -1.891)
C (-2.772, 3.103, -1.368)
C (-1.431, 2.875, -0.685)
O (-0.866, 1.709, -0.942)
N (-1.550, 3.161, 0.769)
N (-0.799, 2.542, 1.597)
C (-0.912, 2.819, 2.886)
C (-0.164, 2.103, 3.827)
Br (0.850, 0.627, 3.251)
C (-0.199, 2.328, 5.200)
C (-0.619, 3.494, 5.891)
C (-0.968, 3.349, 7.255)
C (-1.414, 4.429, 7.981)
C (-1.477, 5.684, 7.380)
C (-1.083, 5.862, 6.053)
C (-0.657, 4.785, 5.312)
H (-2.803, 6.252, -1.077)
H (-4.820, 5.688, -2.143)
H (-6.131, 3.826, -3.088)
H (-5.313, 1.499, -2.917)
H (-3.147, 1.040, -1.814)
H (-0.752, 3.661, -1.090)
H (-2.189, 3.901, 1.060)
H (-1.640, 3.546, 3.242)
H (0.132, 1.502, 5.820)
H (-0.905, 2.370, 7.714)
H (-1.700, 4.308, 9.016)
H (-1.808, 6.538, 7.957)
H (-1.088, 6.852, 5.619)
H (-0.278, 4.939, 4.311)
C (3.248, -2.543, -0.449)
C (1.788, -2.933, -0.646)
S (0.602, -1.586, -0.359)
C (-0.430, -1.623, -1.852)
C (0.270, -1.519, -3.200)
S (1.268, -0.018, -3.421)
C (2.856, -0.672, -4.008)
C (3.561, -1.702, -3.136)
S (3.886, -1.159, -1.432)
H (3.875, -3.414, -0.642)
H (3.435, -2.245, 0.583)
H (1.550, -3.733, 0.055)
H (1.616, -3.328, -1.645)
H (-1.114, -0.785, -1.710)
H (-1.027, -2.536, -1.831)
H (-0.493, -1.526, -3.979)
H (0.909, -2.381, -3.384)
H (3.475, 0.218, -4.136)
H (2.702, -1.093, -5.002)
H (4.523, -1.932, -3.596)
H (3.003, -2.635, -3.095)

Q: Which of these has the highest maximum force?
A: C22H26BaN2O13

Q: Which of these has the highest net charge?
A: C22H26BrN2O2S3Tl

Q: M of number 1 (C22H26BaN2O13)?
A: 663.8 g mol⁻¹

Q: The lowest net charge belongs to which entry?
A: C22H26BaN2O13